# 1
{"formula": "C15H24IN2O7P2Pd", "method": "ωB97M-V with the def2-TZVPD basis set", "species": ["C", "I", "H", "H", "H", "Pd", "P", "C", "C", "H", "H", "H", "H", "H", "H", "C", "H", "H", "H", "P", "C", "C", "H", "H", "H", "C", "H", "H", "H", "H", "H", "H", "C", "O", "O", "C", "O", "C", "C", "C", "C", "C", "C", "N", "O", "O", "N", "O", "O", "H", "H", "H"], "positions_angstrom": [[-0.77475, 0.00825, -2.01783], [1.30539, 0.21097, 2.73954], [0.09534, 0.10459, -2.67797], [-1.44886, 0.86478, -2.12009], [-1.30314, -0.93544, -2.17883], [0.11631, 0.10166, -0.20684], [0.20703, 2.37519, 0.00794], [-1.21667, 3.20726, 0.77804], [1.64649, 2.97834, 0.94180], [1.85504, 4.01076, 0.64722], [0.62028, 4.20384, -1.50189], [2.50571, 2.34112, 0.72367], [1.23262, 2.65135, -2.14661], [-1.31837, 2.84809, 1.80859], [1.42456, 2.91900, 2.01434], [0.40055, 3.14040, -1.63160], [-1.05245, 4.29175, 0.77159], [-0.51394, 3.01266, -2.21621], [-2.13052, 2.97160, 0.22202], [0.19361, -2.40749, 0.00624], [-1.22668, -3.25901, 0.78501], [0.38465, -3.19425, -1.63229], [2.48692, -2.33498, 0.76093], [1.84451, -4.00793, 0.69329], [1.40897, -2.91634, 2.05114], [1.62705, -2.97384, 0.98064], [1.19484, -2.66729, -2.14308], [0.64087, -4.23824, -1.44562], [-1.08933, -4.34226, 0.78221], [-2.13712, -2.96730, 0.24923], [-0.55962, -3.08930, -2.17231], [-1.36537, -2.96296, 1.82550], [-1.83149, 0.06930, 0.65678], [-2.94920, 0.03393, 0.84608], [-1.95709, 0.26372, 3.09956], [-1.42541, -0.85831, 3.04244], [-0.95136, -1.26571, 1.86887], [-1.17710, -1.57098, 4.33490], [-0.08809, -2.41963, 4.65311], [0.37108, -2.49352, 5.99019], [-0.21920, -1.70316, 7.00178], [-1.31096, -0.86811, 6.69402], [-1.79234, -0.83410, 5.38583], [-1.83386, 0.03283, 7.67048], [-1.34639, 0.02835, 8.81682], [-2.76959, 0.79370, 7.35159], [1.52107, -3.26263, 6.30996], [2.07404, -3.94054, 5.41373], [1.93741, -3.24498, 7.48606], [0.42369, -2.96532, 3.86870], [0.17818, -1.71912, 8.01997], [-2.59172, -0.13362, 5.15588]], "e_above_lowest_ev": 0.904, "spin_multiplicity": 5, "s2": 6.028, "total_charge": 3, "lumo_ev": [-11.59, -14.24]}

---

# 2
{"formula": "C15H24N3O3", "method": "ωB97M-V with the def2-TZVPD basis set", "species": ["C", "N", "C", "C", "C", "C", "N", "C", "O", "C", "C", "O", "C", "C", "N", "C", "O", "C", "C", "C", "C", "H", "H", "H", "H", "H", "H", "H", "H", "H", "H", "H", "H", "H", "H", "H", "H", "H", "H", "H", "H", "H", "H", "H", "H"], "positions_angstrom": [[-2.83662, -0.87938, -1.12306], [-3.98362, -0.31277, -0.38433], [-5.12019, -0.18887, -1.31913], [-4.35631, -1.23313, 0.70412], [-3.68429, 1.05655, 0.13977], [-2.77126, 1.14819, 1.37433], [-1.47218, 0.58504, 1.15921], [-0.49795, 1.25961, 0.50615], [-0.65976, 2.42836, 0.14582], [0.73877, 0.50754, 0.26383], [1.88285, 1.20893, -0.14337], [1.87150, 2.50943, -0.35406], [3.09698, 0.50119, -0.33041], [3.11390, -0.85186, -0.14031], [1.98694, -1.51575, 0.20520], [0.76912, -0.91552, 0.41842], [-0.20706, -1.63356, 0.69412], [4.40679, -1.56446, -0.31559], [5.50702, -0.83632, 0.47791], [5.49171, 0.68951, 0.26862], [4.39138, 1.15379, -0.69657], [-3.13874, -1.80544, -1.60913], [-2.49904, -0.17957, -1.88486], [-2.00311, -1.10478, -0.45672], [-5.34228, -1.15375, -1.77187], [-4.87989, 0.51909, -2.11049], [-6.00851, 0.15983, -0.79509], [-5.14546, -0.79696, 1.31415], [-4.71597, -2.17135, 0.28492], [-3.49302, -1.45119, 1.32862], [-4.63192, 1.53366, 0.39657], [-3.21524, 1.62729, -0.66433], [-3.22674, 0.68846, 2.25151], [-2.64786, 2.22045, 1.56770], [-1.25919, -0.37952, 1.40675], [0.94448, 2.84573, -0.22052], [2.01147, -2.52222, 0.33026], [4.33765, -2.60491, 0.00367], [4.67168, -1.55055, -1.37648], [6.47029, -1.25070, 0.18290], [5.36771, -1.05946, 1.53620], [5.33317, 1.18279, 1.22790], [6.45374, 1.02663, -0.11500], [4.66153, 0.87325, -1.71801], [4.28758, 2.23670, -0.65931]], "e_above_lowest_ev": 0.000, "total_charge": 1, "lumo_ev": -2.30}

---

# 3
{"formula": "C15H24N3O4S2SiTl", "method": "ωB97M-V with the def2-TZVPD basis set", "species": ["Tl", "C", "S", "C", "S", "N", "N", "C", "C", "C", "C", "C", "C", "N", "H", "H", "H", "H", "H", "H", "H", "H", "C", "C", "C", "O", "C", "O", "O", "H", "H", "H", "H", "H", "H", "H", "C", "Si", "C", "C", "O", "H", "H", "H", "H", "H", "H", "H", "H", "H"], "positions_angstrom": [[-0.27269, 0.21928, 0.26303], [-1.53281, 0.26042, 5.56919], [-2.56596, -0.73968, 4.48873], [-2.05887, -0.28392, 2.88665], [-0.92361, 0.99032, 2.63937], [-2.78663, -0.91423, 1.98833], [-2.46817, -0.58662, 0.72816], [-3.26813, -0.81494, -0.22813], [-2.89272, -0.33261, -1.57238], [-3.73673, -0.48095, -2.65944], [-3.35264, 0.05720, -3.87868], [-2.14125, 0.71984, -3.98119], [-1.34621, 0.81639, -2.84930], [-1.72582, 0.30716, -1.68291], [-1.67958, -0.15803, 6.56381], [-1.84568, 1.30208, 5.55806], [-0.48713, 0.17416, 5.28786], [-4.23373, -1.28748, -0.06340], [-4.67821, -1.00404, -2.54536], [-3.99929, -0.04077, -4.74112], [-1.81209, 1.15222, -4.91550], [-0.37807, 1.30399, -2.85711], [2.54801, -1.38356, -1.50203], [1.45986, -2.29829, -0.97234], [1.57400, -3.69527, -1.54269], [0.19502, -1.71269, -1.38505], [1.52355, -2.31697, 0.56978], [2.17451, -3.18070, 1.12148], [0.86917, -1.37873, 1.19418], [2.51123, -1.36007, -2.59336], [3.51885, -1.76539, -1.18537], [2.42980, -0.36406, -1.13157], [1.60432, -3.65497, -2.63308], [0.72891, -4.31529, -1.22931], [2.47672, -4.16808, -1.16549], [-0.48226, -2.38973, -1.25943], [1.30480, 3.86117, 1.03047], [1.35534, 3.12931, -0.68093], [0.11747, 4.04815, -1.74420], [3.05765, 3.33996, -1.40338], [1.01097, 1.53223, -0.66688], [1.46947, 4.94219, 1.00156], [2.07580, 3.41625, 1.66702], [0.33433, 3.68369, 1.50772], [0.25958, 5.13104, -1.67167], [-0.90878, 3.82661, -1.42916], [0.21643, 3.77135, -2.79937], [3.32579, 4.39995, -1.47685], [3.11319, 2.90385, -2.40523], [3.80354, 2.84396, -0.77498]], "e_above_lowest_ev": 0.000, "total_charge": 0, "lumo_ev": -1.10}

---

# 4
{"formula": "C15H24N4O3S3", "method": "ωB97M-V with the def2-TZVPD basis set", "species": ["C", "N", "C", "O", "C", "S", "C", "N", "N", "C", "N", "C", "C", "C", "C", "C", "C", "S", "C", "C", "C", "S", "O", "O", "C", "H", "H", "H", "H", "H", "H", "H", "H", "H", "H", "H", "H", "H", "H", "H", "H", "H", "H", "H", "H", "H", "H", "H", "H"], "positions_angstrom": [[2.98643, 1.97736, 0.01066], [2.15178, 2.69828, 0.94383], [2.27473, 2.63258, 2.29416], [1.60138, 3.32956, 3.02753], [3.34531, 1.74773, 2.91669], [3.43414, -0.00028, 2.38638], [1.75076, -0.36104, 2.20059], [0.80619, 0.38487, 2.64227], [-0.40760, -0.02324, 2.28298], [-0.41567, -1.08342, 1.53769], [-1.56172, -1.67712, 1.14980], [-1.87739, -2.14662, -0.20255], [-3.03185, -3.14274, -0.07848], [-3.44523, -3.66381, -1.45072], [-2.25730, -4.31931, -2.14608], [-1.11244, -3.32064, -2.27341], [-0.68966, -2.79284, -0.90464], [1.19987, -1.74503, 1.27101], [0.99490, 3.47073, 0.48637], [1.01283, 3.89386, -0.99165], [0.56217, 2.74901, -1.88497], [-0.35375, 1.62198, -0.76448], [0.42332, 0.41943, -0.59863], [-1.70486, 1.42766, -1.21724], [-0.29558, 2.69326, 0.69325], [3.23766, 2.61877, -0.83328], [2.48836, 1.07590, -0.35310], [3.91806, 1.69322, 0.49073], [3.15856, 1.75869, 3.99075], [4.34145, 2.15050, 2.72338], [-2.35400, -1.19211, 1.55741], [-2.20043, -1.28248, -0.80465], [-3.88209, -2.66088, 0.40927], [-2.70968, -3.97508, 0.55083], [-3.80683, -2.83147, -2.05843], [-4.26122, -4.38092, -1.34185], [-2.55314, -4.67518, -3.13491], [-1.92555, -5.18187, -1.56392], [-0.25600, -3.79200, -2.75884], [-1.43149, -2.48097, -2.89481], [0.09609, -2.04917, -1.04101], [-0.30229, -3.61125, -0.29351], [0.97870, 4.36729, 1.12013], [1.99328, 4.27563, -1.27642], [0.30693, 4.72160, -1.08258], [1.37838, 2.17868, -2.31489], [-0.12406, 3.06017, -2.66485], [-1.17290, 3.32925, 0.63417], [-0.30855, 2.11348, 1.61000]], "e_above_lowest_ev": 0.220, "total_charge": 0, "lumo_ev": 0.46}

---

Largest force on an atom (eV/A)
5.4 1.1 0.6 1.6